1.
20
Properties=species:S:1:pos:R:3:forces:R:3:mulliken_spin:R:1 method="wB97M-V/def2-TZVPD" molar_mass_da=133.15 total_charge=+1 homo_lumo_gap_ev="10.651 / 5.661" homo_ev="-13.8 / -13.7" multiplicity=2
C -0.4307 2.3432 -0.2738 -0.6113 -0.4561 2.1007 0.004
C 0.1167 0.8726 1.6403 -0.7234 -1.8155 6.2581 0.010
N 0.0067 1.0688 0.3732 -0.2246 1.0184 -2.6922 0.574
N -0.2153 1.8167 2.6598 4.4490 -5.1877 -1.8306 0.102
N 0.5262 -0.4487 2.2138 0.8875 3.5008 -2.6642 0.215
H -1.3021 0.2363 -1.6406 3.7167 -3.6531 -2.2896 -0.001
H -1.5188 2.6373 -0.2278 0.5127 -1.1168 -0.0284 0.036
H -0.1144 2.3489 -1.3243 0.3360 0.2906 0.6821 0.002
H -0.9123 2.4443 2.6407 -2.8790 2.6669 -0.4580 -0.004
H 0.1772 1.5446 3.5482 -0.3439 0.5229 0.1886 -0.002
H 0.7652 -0.3944 3.2565 -0.3809 -0.5980 -2.2603 -0.002
H 1.1203 -1.0387 1.4993 -1.6133 1.3097 2.1221 -0.005
H -0.0981 3.1067 0.4835 0.5926 -0.0948 -1.3360 0.046
C 0.9571 -2.2668 -2.4276 0.8874 -2.2380 0.1135 0.004
C -0.0677 -1.4941 -1.5618 -0.0988 0.0772 0.5711 -0.007
O -0.4917 -0.4137 -2.2211 -3.3113 3.1892 1.3166 0.001
O -0.4497 -1.7118 -0.4230 0.7982 -0.3665 -0.8946 0.027
H 1.6440 -2.9862 -1.8184 -1.1487 1.8202 -0.5940 0.000
H 1.5554 -1.6396 -3.1174 -0.3668 0.0255 0.8377 0.000
H 0.5400 -3.0434 -3.1375 -0.4780 1.1051 0.8575 0.000

=====

2.
20
Properties=species:S:1:pos:R:3:forces:R:3:mulliken_spin:R:1 method="wB97M-V/def2-TZVPD" molar_mass_da=133.15 total_charge=+1 homo_lumo_gap_ev="10.814 / 6.157" homo_ev="-14.0 / -14.0" multiplicity=2
C -1.1024 -1.7224 2.1867 -2.6503 -0.0400 0.3415 0.001
C -0.3894 0.5930 1.8727 0.6154 4.2347 -5.1896 0.007
N -0.6775 1.9214 2.1791 0.8625 -1.7609 3.3667 0.223
N -0.9179 -0.3260 2.6389 0.1592 -2.6991 0.8543 0.627
N 0.2014 0.5114 0.5236 -1.4862 -1.9700 6.1041 0.087
H -0.1561 2.6022 1.6703 0.0797 0.5665 -0.5408 -0.002
H -0.7987 2.2213 3.2099 -0.0441 -1.0261 -2.1501 -0.008
H -0.3644 1.3214 -3.4371 0.3531 -2.3357 -0.6100 0.000
H 0.2425 1.3689 0.0615 0.1837 1.6754 -0.5958 -0.001
H -0.2906 -0.1319 -0.0767 0.1581 -0.7460 -0.5349 -0.010
H -1.5326 -1.6765 1.1825 0.4689 -0.0116 -0.4025 0.021
H -1.9748 -2.1662 2.7633 1.0701 0.9121 -0.1301 0.011
H -0.4067 -2.5784 2.2205 0.8569 1.1694 0.1069 0.041
C 1.8248 -0.5129 -2.2889 -0.9278 0.5273 -0.8139 0.000
C 0.3847 -0.0813 -2.4601 3.5315 -0.3773 -2.1232 0.001
O 0.0894 0.4229 -3.5888 0.5798 4.0236 -5.4689 0.001
O -0.5086 -0.0121 -1.7360 -4.4506 -1.1522 6.4744 0.002
H 1.9947 -0.4411 -1.2226 0.7323 -0.4243 0.0050 0.000
H 2.4166 0.1639 -2.9338 -0.1272 -0.1320 0.8063 0.000
H 1.9654 -1.4776 -2.7649 0.0349 -0.4338 0.5005 0.000

=====

3.
19
Properties=species:S:1:pos:R:3:forces:R:3:nbo_charge:R:1 method="wB97M-V/def2-TZVPD" molar_mass_da=133.22 total_charge=+2 homo_lumo_gap_ev=9.946 homo_ev=-18.2
C -0.3191 2.0819 0.3135 -1.3008 -0.5791 2.0849 -0.690
C -0.5560 0.6789 -0.1472 1.2920 -1.4347 2.9693 0.085
N -1.9691 0.5729 -0.5617 -0.3227 -1.6193 0.5919 -0.716
C 0.4569 0.1470 -1.1127 -2.1972 1.5025 -1.5468 0.137
N 1.3501 -0.6428 -0.8127 1.9085 -0.6680 -0.2662 -0.383
C 1.4196 -1.0776 0.5198 -1.6498 -1.3419 1.1667 -0.021
N 1.6963 -2.6112 0.4250 -0.5601 0.2823 1.9602 -0.717
S -0.2031 -0.7299 1.3792 0.1749 1.6667 -1.9236 0.161
H -0.8234 2.2585 1.2869 -0.0353 -0.1858 -0.5101 0.269
H -0.6783 2.8239 -0.3376 -0.5044 0.9180 -1.2972 0.255
H 0.6705 2.2973 0.5400 2.0583 0.1535 0.0893 0.275
H -2.1610 1.2542 -1.3093 -0.2522 -0.6582 -0.4301 0.471
H -2.5604 0.8831 0.2292 0.1110 -0.1819 -0.2030 0.470
H -2.1804 -0.4630 -0.7193 -0.2433 1.7398 -0.4583 0.481
H 0.3104 0.5191 -2.1361 0.5211 -0.2530 0.0158 0.242
H 2.2427 -0.7476 1.0996 0.7176 1.0680 0.2609 0.254
H 2.6640 -2.8420 0.8455 -1.7600 0.0905 -1.1903 0.485
H 1.6009 -2.6907 -0.5845 0.5705 -1.1752 -0.3126 0.470
H 0.9245 -3.1566 0.9386 1.4721 0.6757 -1.0007 0.472

=====

4.
19
Properties=species:S:1:pos:R:3:forces:R:3:nbo_charge:R:1 method="wB97M-V/def2-TZVPD" molar_mass_da=115.16 total_charge=+1 homo_lumo_gap_ev=9.693 homo_ev=-13.2
C 2.0220 -0.3275 0.7126 -2.3825 -3.2114 0.3908 -0.635
C 0.6337 -0.1051 0.0357 2.2217 0.5698 -4.5765 0.453
N 1.0753 0.4541 -1.6069 -0.7518 -2.1579 3.0993 -0.848
N -0.2433 -1.3057 -0.1862 0.6273 1.9695 0.2848 -0.543
C -1.5464 -1.2124 -0.0797 -2.3315 -0.8982 2.3573 0.388
N -2.2363 -0.0748 0.1113 0.3079 -0.8464 -0.4206 -0.550
C -1.3738 1.1614 -0.0061 -3.4405 0.4051 -0.0323 -0.058
N -0.1376 0.9169 0.5193 1.2564 1.2991 3.0646 -0.664
H 2.6953 0.3948 0.4515 1.3278 2.2793 -0.6337 0.246
H 2.4515 -1.2577 0.2866 -0.3265 0.3256 0.2344 0.234
H 2.0329 -0.4625 1.8042 -0.4180 0.1106 -0.2769 0.239
H 0.9672 1.4473 -1.4358 0.5465 0.1855 -0.1376 0.354
H 2.0761 0.2052 -1.6557 -0.6641 0.5324 -0.1943 0.360
H 0.1692 -2.1773 -0.4271 0.2347 -0.6863 -0.0686 0.442
H -2.0694 -2.1820 0.1865 0.3639 1.1588 -1.1147 0.241
H -3.2657 -0.0260 0.4132 2.3672 -0.5084 -0.7979 0.463
H -2.0390 1.9534 0.4309 1.4481 -0.4125 0.0313 0.244
H -1.2408 1.4053 -1.0266 -0.3846 0.0013 -1.3821 0.220
H 0.0291 1.1927 1.4723 -0.0020 -0.1158 0.1727 0.415

=====

5.
19
Properties=species:S:1:pos:R:3:forces:R:3:nbo_charge:R:1 method="wB97M-V/def2-TZVPD" molar_mass_da=115.16 total_charge=+1 homo_lumo_gap_ev=9.689 homo_ev=-13.3
C 1.2427 0.9172 -1.7984 -0.0274 1.4073 -2.2908 -0.307
C 1.2346 0.7698 -0.4737 0.0969 -1.6821 -0.9975 -0.091
C 2.5079 0.2738 0.1434 0.8336 -0.9061 1.5578 -0.646
C 0.0280 0.8771 0.4351 -0.8225 0.1079 1.4408 -0.230
N -1.1971 -0.2379 0.3119 1.0676 2.0596 -0.2778 0.113
N -1.6600 -0.3325 -0.9693 -1.6453 -1.6165 -0.3690 -0.628
N -1.5437 -0.8176 1.3400 2.3141 0.6643 1.1472 0.072
N -2.3228 -1.7634 1.6957 -3.5018 -1.1211 -4.9952 -0.522
H 0.3520 1.1077 -2.4799 0.9843 -0.0721 1.2780 0.193
H 2.2178 1.0283 -2.4164 -1.6445 -0.7471 1.4145 0.237
H 2.5746 -0.8149 0.4119 -0.8697 0.5576 -0.6029 0.236
H 3.4237 0.3886 -0.4538 -0.5379 0.5598 0.0777 0.248
H 2.6245 0.6936 1.1433 0.4230 0.4929 -0.0923 0.217
H 0.3076 0.7643 1.4988 -0.0407 -0.3903 -0.6414 0.249
H -0.3913 1.9200 0.4382 -0.3714 -1.2110 -0.6297 0.251
H -2.5934 -0.7853 -1.0375 0.9812 0.5761 0.0117 0.395
H -1.5943 0.5337 -1.4884 0.0074 0.0483 0.2917 0.409
H -3.0481 -2.3746 1.1517 1.8575 1.9357 0.4277 0.398
H -2.1628 -2.1480 2.5473 0.8957 -0.6631 3.2496 0.407

=====

6.
19
Properties=species:S:1:pos:R:3:forces:R:3:nbo_charge:R:1 method="wB97M-V/def2-TZVPD" molar_mass_da=115.16 total_charge=+1 homo_lumo_gap_ev=9.507 homo_ev=-14.0
C 1.6184 -0.2320 0.1284 -5.0241 2.6051 -1.5835 0.344
C 0.4630 0.5596 -0.9182 -0.4095 1.2270 3.3003 -0.222
C -1.2657 1.6406 0.6154 -2.4834 0.2842 -3.1522 -0.454
C -1.2461 -1.9286 -0.2554 2.8740 0.7743 -1.4957 -0.413
N 1.0117 -0.9528 0.8853 -1.2414 -2.5536 2.0648 -0.309
N -0.7821 0.4938 -0.1988 0.8026 0.4600 0.6672 -0.182
N 2.7923 0.2405 -0.0295 2.6295 -2.5696 2.5681 -0.752
N -0.8908 -0.7030 0.4196 2.3073 -0.0202 1.9834 -0.162
H 0.7788 1.6128 -1.0708 -0.3400 -0.9511 -0.6323 0.249
H 0.5232 -0.1899 -1.6286 0.0287 -0.7004 -2.1996 0.230
H -0.9999 2.5192 0.0553 0.0579 0.3621 -0.5148 0.234
H -2.3940 1.6020 0.5256 1.2368 0.0287 0.3477 0.234
H -1.0127 1.9255 1.5873 1.1562 -0.9591 1.9526 0.236
H -2.2234 -2.1079 -0.0153 -2.5208 -0.9627 0.2707 0.225
H -1.1106 -1.6331 -1.2952 -0.3224 -0.8685 -0.2838 0.218
H -0.5317 -2.7163 0.0418 -0.5699 0.3133 -0.1349 0.258
H 3.0585 0.8842 -0.6591 0.8879 2.4501 -2.6086 0.410
H 3.4868 -0.3136 0.4370 0.7867 0.3543 -0.0134 0.418
H -1.2755 -0.7009 1.3751 0.1439 0.7261 -0.5360 0.437

=====

7.
20
Properties=species:S:1:pos:R:3:forces:R:3:nbo_charge:R:1 method="wB97M-V/def2-TZVPD" molar_mass_da=147.23 total_charge=+1 homo_lumo_gap_ev=8.736 homo_ev=-12.2
C -0.7334 -0.3782 -0.3372 0.4410 0.0480 0.0507 0.473
C 2.1114 -0.7623 -0.4326 -0.1912 -1.7593 -0.3124 -0.046
C -2.7958 -1.5075 0.5000 0.6821 -2.3900 0.6894 -0.427
C 0.2278 2.4621 0.6455 0.2033 0.9413 -0.4176 -0.443
N -0.8843 0.7761 -0.6844 -1.4612 -1.3796 -0.7760 -0.148
N 3.4195 -0.8397 -0.4690 2.8106 -0.0874 -0.9330 -0.718
N -1.4552 -1.4467 -0.2436 -3.7473 0.9490 1.8945 -0.601
N -0.4154 1.9293 -0.5553 1.8725 3.0594 1.5283 -0.348
S 1.1751 -0.8440 0.9142 -0.2280 0.7012 0.6233 0.024
H 1.5709 -1.0002 -1.3668 0.6819 0.8933 0.0264 0.221
H -2.6899 -0.7786 1.3327 -0.5266 -0.8210 -0.4604 0.221
H -3.7508 -1.4339 -0.0592 0.9851 0.8850 -0.3251 0.228
H -2.9085 -2.6509 0.8385 0.6432 2.6589 -0.0579 0.224
H -0.3978 3.0543 1.3204 -0.5004 -0.0893 -0.4727 0.216
H 0.5708 1.6525 1.2014 0.9620 -1.1425 0.9679 0.216
H 1.0495 3.1154 0.3245 -0.0539 -0.3413 0.1764 0.222
H 3.8938 -0.9724 -1.4349 -0.9966 0.3650 2.4993 0.435
H 4.0633 -0.8454 0.4051 -1.7942 0.1168 -2.0657 0.446
H -1.3313 -2.2226 -0.7831 1.1718 -2.2938 -1.6059 0.406
H -0.7196 2.6928 -1.1162 -0.9541 -0.3137 -1.0295 0.398

=====

8.
20
Properties=species:S:1:pos:R:3:forces:R:3:nbo_charge:R:1 method="wB97M-V/def2-TZVPD" molar_mass_da=129.17 total_charge=0 homo_lumo_gap_ev=7.756 homo_ev=-7.1
C -0.3537 0.7819 -0.9294 0.1210 -0.1360 0.9106 -0.212
C 1.5117 -1.7780 0.5604 0.4051 0.3585 0.8121 -0.432
C 0.8683 0.5248 -0.1442 -0.5156 1.0631 1.2710 0.521
C -1.0396 -0.6478 0.0163 0.2171 0.3071 -1.6610 0.541
N -0.7823 2.1651 -0.9032 -0.2555 -0.1195 -0.3220 -0.863
N 1.8012 1.4213 0.2406 0.0217 -0.3789 -0.7704 -0.776
N -1.8508 -0.0196 1.0125 0.4676 0.5089 1.1671 -0.906
N 0.6574 -0.6198 0.4490 -1.2354 -1.0910 -0.5603 -0.459
N -1.4989 -1.7357 -0.5381 0.5134 0.1867 0.1654 -0.892
H -0.3048 0.3545 -1.9271 0.1290 -0.0452 -0.0250 0.216
H -1.0972 2.4835 -1.8119 -0.0023 -0.0749 0.0807 0.365
H -1.5515 2.3036 -0.2537 0.1778 -0.1492 0.1434 0.381
H 2.3933 1.2206 1.0327 -0.2164 0.0359 -0.1116 0.400
H 1.6049 2.3887 0.0280 0.0948 -0.0947 -0.2287 0.421
H -2.8125 0.0608 0.7004 0.2460 -0.2483 -0.2881 0.384
H -1.8744 -0.5442 1.8844 0.1011 -0.0510 -0.3127 0.373
H -0.8427 -2.0952 -1.2311 -0.1379 0.0579 -0.0972 0.317
H 2.0877 -1.7392 1.4916 0.0941 -0.1603 -0.0885 0.194
H 2.2025 -1.8589 -0.2833 -0.0935 -0.0265 0.0562 0.196
H 0.8816 -2.6667 0.6062 -0.1321 0.0572 -0.1410 0.234

=====

9.
22
Properties=species:S:1:pos:R:3:forces:R:3:nbo_charge:R:1 method="wB97M-V/def2-TZVPD" molar_mass_da=159.17 total_charge=+1 homo_lumo_gap_ev=9.891 homo_ev=-13.2
N -0.7134 -2.0407 0.1276 0.2380 0.5783 -0.4236 -0.853
C 0.0287 -0.8213 0.2389 0.4366 -1.0709 0.8045 0.226
N 1.4172 -1.1897 0.9067 -2.3934 1.0151 0.7317 -0.746
C -0.3260 0.6431 0.6110 -1.3639 -0.9248 0.9757 0.274
N 0.1378 1.0309 1.9109 0.2415 -2.3138 -1.7581 -0.828
N -1.6160 1.1521 0.2060 3.3384 -1.2953 -2.2309 -0.644
C -1.7168 1.1545 -1.1836 -1.7698 -0.2020 -0.1467 0.782
O -2.7405 1.4803 -1.7338 0.9230 -0.1852 -0.4537 -0.569
N -0.5325 0.6241 -1.7562 -0.3875 1.5138 2.4049 -0.657
C 0.4235 0.3687 -0.6962 -3.6382 -2.0048 -0.1188 0.219
N 1.7671 0.4935 -0.8722 2.6740 0.8589 -2.7881 -0.821
H -1.7282 -2.1310 0.1446 0.4491 0.8148 0.1674 0.425
H -0.3328 -2.7027 -0.5388 -0.1210 0.2006 -0.1176 0.382
H 1.9337 -0.3376 0.4366 0.9204 -1.0775 1.1588 0.467
H 1.3356 -1.3865 1.9273 0.1311 1.2550 -0.6951 0.450
H 1.6266 -2.0978 0.5667 0.7121 -0.8520 -1.0215 0.415
H 0.5084 1.9137 1.8806 0.8105 2.7358 0.4697 0.385
H -0.5917 0.8972 2.5747 -0.3759 0.1628 0.6180 0.393
H -2.3473 1.4584 0.7704 -1.1504 0.4926 1.0279 0.436
H -0.5544 0.2321 -2.6753 0.1290 -0.1862 -0.2588 0.439
H 2.0669 -0.2059 -1.6315 -0.2215 1.5916 1.2637 0.401
H 1.9539 1.4646 -1.2144 0.4180 -1.1065 0.3903 0.424

=====

10.
17
Properties=species:S:1:pos:R:3:forces:R:3:nbo_charge:R:1 method="wB97M-V/def2-TZVPD" molar_mass_da=89.14 total_charge=0 homo_lumo_gap_ev=9.506 homo_ev=-8.5
C 0.6391 -1.9046 0.2910 -0.2219 0.1238 0.2979 -0.415
N -0.0516 -0.8866 1.0638 0.2661 0.3159 0.5129 -0.629
C -0.1499 0.4240 0.4505 0.3469 0.1524 -0.7734 -0.081
C 1.2533 0.9894 0.0587 -0.6566 -0.2713 1.1754 -0.625
C -1.1318 0.4537 -0.7480 -0.3496 1.2823 0.0268 -0.082
O -2.1451 1.4658 -0.5451 0.1894 0.2121 -0.1729 -0.732
H 0.3278 -2.8848 0.6457 0.1542 -0.0490 0.0557 0.205
H 0.4414 -1.8638 -0.7753 -0.1638 0.0128 -0.4493 0.164
H 1.7115 -1.7913 0.4229 0.1415 -0.2348 0.0226 0.187
H -0.9591 -1.1841 1.3812 -0.1019 -0.1534 -0.0508 0.361
H -0.5556 1.1561 1.1538 -0.2475 -0.4508 0.1888 0.211
H 1.2220 1.4391 -0.9244 0.4309 -0.1814 -0.2690 0.202
H 1.5082 1.7589 0.7742 0.0178 0.4668 0.0792 0.214
H 2.0346 0.2552 0.2417 0.0286 -0.1091 -0.7322 0.218
H -1.7096 -0.4590 -0.8797 0.3566 -0.2617 0.0149 0.180
H -0.6071 0.7466 -1.6616 -0.0086 -0.5994 -0.1539 0.158
H -1.8281 2.2854 -0.9493 -0.1821 -0.2552 0.2271 0.463

=====

11.
17
Properties=species:S:1:pos:R:3:forces:R:3:nbo_charge:R:1 method="wB97M-V/def2-TZVPD" molar_mass_da=89.14 total_charge=0 homo_lumo_gap_ev="6.703 / 6.858" homo_ev="-6.1 / -6.2"
C 0.5100 -0.0888 1.6712 0.0334 0.5632 0.2008 0.241
C 0.9542 0.1175 -0.6782 0.9035 0.4754 -0.8166 -0.246
C -1.6920 -1.3967 -0.0658 1.1394 0.4574 -0.9195 -0.896
C 1.1462 1.1154 -1.7806 0.2518 0.0159 0.3241 -0.638
N 0.6421 0.6120 0.5559 -1.0330 -0.7353 0.5398 -0.458
O -0.2635 0.3222 2.7301 0.2848 0.2090 -0.1889 -0.677
H -0.8706 1.0239 2.4620 0.0116 -0.1975 0.0117 0.473
H 0.1002 1.4737 0.5261 0.2154 -0.0112 0.0208 0.392
H 1.0322 -1.0171 1.8138 -0.0304 -0.0290 -0.0398 0.179
H 1.6459 -0.7140 -0.6626 -0.1008 -0.2491 0.1092 0.180
H -0.6951 -0.9907 -0.5558 -1.7478 -0.7674 0.9797 0.237
H -2.1142 -2.1553 -0.7223 -0.0471 0.0376 -0.1038 0.209
H -1.5696 -1.8434 0.9109 0.2383 -0.0559 0.2291 0.207
H -2.4044 -0.5754 0.0284 0.0247 0.0474 -0.0799 0.197
H 0.3075 1.8134 -1.8148 -0.0728 0.0794 -0.1453 0.193
H 1.2053 0.5982 -2.7369 -0.1208 0.0314 -0.0300 0.222
H 2.0656 1.7050 -1.6813 0.0500 0.1289 -0.0914 0.186

=====

12.
17
Properties=species:S:1:pos:R:3:forces:R:3:nbo_charge:R:1 method="wB97M-V/def2-TZVPD" molar_mass_da=89.14 total_charge=0 homo_lumo_gap_ev=8.489 homo_ev=-7.6
C -1.5788 2.0991 -0.1014 0.2604 -0.1940 0.1723 -0.625
C -1.4606 0.6011 -0.2658 -0.2708 1.1466 0.2071 -0.305
C -0.4414 -0.0945 0.2093 0.8191 -2.6294 0.6600 0.004
N -0.4913 -1.5037 0.3191 -1.5852 0.5792 0.2349 -0.631
C -1.7762 -2.1666 0.3590 0.4914 -1.5747 -1.5963 -0.419
H -1.4745 2.6467 -1.0341 -0.1658 0.0318 -0.2255 0.205
H -2.5185 2.3942 0.3748 -0.0242 -0.1140 -0.1737 0.208
H -0.7913 2.4603 0.5577 0.1279 0.0154 0.0298 0.207
H -2.2967 0.0686 -0.7025 0.0323 0.0379 -0.0419 0.199
H 0.4762 0.2158 0.6993 -0.1483 0.9845 -0.3556 0.197
H 0.2781 -2.1307 0.4089 0.6012 0.5152 0.1068 0.390
H -2.5972 -1.5987 0.7818 0.2359 0.1470 0.5250 0.204
H -2.0990 -2.4556 -0.6539 -0.2599 0.4544 -0.1750 0.169
H -1.6560 -3.1840 0.7687 -0.1004 0.6046 0.6301 0.198
O 4.6717 0.8795 -0.3619 0.6192 0.2087 0.0903 -0.930
H 4.2717 0.9268 -1.2255 -0.5058 -0.0900 -0.4179 0.465
H 5.5459 1.2560 -0.5378 -0.1271 -0.1231 0.3296 0.465